Computed, not measured: a structure of composition C35H42CoN5O4Sb, with the ωB97M-V functional and the def2-TZVPD basis.

```
! wB97M-V def2-TZVPD RIJCOSX def2/J DEFGRID3
* xyz 0 2
Co 0.18 0.19 0.18
C -1.92 3.08 0.06
C -1.76 2.24 -1.19
N -0.42 1.62 -1.29
C -0.16 1.14 -2.66
C 1.28 0.70 -2.76
N 1.47 -0.32 -1.73
C 2.86 -0.77 -1.53
C 3.73 0.25 -0.82
C 3.31 0.60 0.60
N 2.07 1.38 0.65
C 1.82 1.91 2.00
C 0.45 2.56 2.01
N -0.59 1.62 1.56
C -1.89 2.27 1.35
H -2.89 3.59 0.00
H -1.16 3.87 0.08
H -1.93 2.87 -2.08
H -2.50 1.45 -1.21
H 0.26 2.35 -1.09
H -0.37 1.92 -3.40
H -0.83 0.31 -2.86
H 1.95 1.54 -2.56
H 1.51 0.34 -3.77
H 0.93 -1.13 -2.00
H 3.32 -1.04 -2.49
H 2.80 -1.68 -0.93
H 3.83 1.17 -1.41
H 4.74 -0.18 -0.77
H 4.12 1.16 1.08
H 3.16 -0.31 1.19
H 2.16 2.17 0.02
H 2.58 2.62 2.31
H 1.82 1.07 2.69
H 0.44 3.42 1.33
H 0.22 2.94 3.01
H -0.69 0.90 2.28
H -2.13 2.92 2.20
H -2.66 1.50 1.30
O -1.20 -6.88 -0.15
C -0.11 -6.49 0.32
O 0.79 -7.08 0.94
C 0.12 -4.99 0.12
C -0.25 -4.38 -1.07
C -0.17 -3.01 -1.19
N 0.22 -2.21 -0.19
C 0.64 -2.80 0.93
C 0.64 -4.17 1.12
C 1.05 -1.84 2.00
O 1.74 -2.15 2.94
O 0.56 -0.61 1.84
H -0.65 -4.98 -1.88
H -0.48 -2.52 -2.12
H 1.01 -4.59 2.04
C -7.56 0.27 0.97
C -6.59 0.13 1.95
C -5.31 -0.28 1.61
C -4.98 -0.56 0.28
C -5.97 -0.41 -0.70
C -7.25 -0.01 -0.35
Sb -2.96 -1.15 -0.14
C -3.32 -1.94 -2.09
C -3.50 -1.01 -3.11
C -3.69 -1.42 -4.43
C -3.70 -2.78 -4.73
C -3.52 -3.71 -3.71
C -3.33 -3.30 -2.40
C -2.98 -2.84 1.14
C -2.19 -2.77 2.29
C -2.14 -3.84 3.17
C -2.86 -4.99 2.91
C -3.67 -5.06 1.78
C -3.75 -3.98 0.91
H -8.56 0.58 1.24
H -6.83 0.32 2.99
H -4.57 -0.42 2.39
H -5.75 -0.64 -1.74
H -8.01 0.09 -1.12
H -3.51 0.06 -2.90
H -3.83 -0.69 -5.21
H -3.84 -3.11 -5.75
H -3.52 -4.77 -3.94
H -3.18 -4.04 -1.64
H -1.58 -1.89 2.48
H -1.50 -3.78 4.05
H -2.79 -5.84 3.57
H -4.22 -5.96 1.56
H -4.41 -4.04 0.06
*
```

DFT total energy   -96781.7033 eV
Maximum force   1.3 eV/A
LUMO energy (spin up / spin down)   -0.523 / -0.525 eV

Mulliken charges, unit e, in atom order: 3.18, -1.05, -0.27, 0.01, -0.63, -0.97, 0.02, -0.72, -0.95, -0.73, -0.05, -1.00, -0.73, -0.02, -0.35, 0.56, 0.32, 0.44, -0.14, 0.20, 0.59, 0.13, 0.31, 0.53, -0.06, 0.48, 0.23, 0.30, 0.49, 0.50, 0.25, 0.27, 0.63, 0.28, 0.37, 0.43, 0.39, 0.44, -0.23, -0.70, 0.14, -0.74, 0.36, -1.46, 0.00, 1.22, -0.03, -1.00, -0.18, -0.70, -0.40, 0.45, 0.43, 0.52, -0.54, -0.67, -0.58, 1.05, -0.56, -0.60, -0.68, 1.38, -0.78, -0.81, -0.73, -0.78, -0.74, 0.60, -0.21, -0.70, -0.55, -0.84, -0.66, 0.37, 0.40, 0.36, 0.36, 0.42, 0.44, 0.46, 0.38, 0.48, 0.46, 0.19, 0.45, 0.37, 0.40, 0.56

---

Computed, not measured: the ion C3H3N2O3 with charge -1, with the ωB97M-V functional and the def2-TZVPD basis.

```
! wB97M-V def2-TZVPD RIJCOSX def2/J DEFGRID3
* xyz -1 3
C 0.61 1.13 0.14
C 1.45 0.09 0.16
C 2.92 0.00 0.01
N -0.29 -1.47 -0.44
N 0.75 -1.49 0.28
O 3.44 -1.10 0.27
O 3.50 1.03 -0.43
O -0.71 1.24 0.19
H 1.14 2.13 0.22
H -0.85 -2.39 -0.17
H -1.18 0.47 0.60
*
```

DFT total energy   -12278.4906 eV
Maximum force   4.7 eV/A
LUMO energy (spin up / spin down)   3.537 / 2.236 eV

natural (NBO) charges, unit e, in atom order: 0.10, -0.01, 0.68, -0.52, -0.11, -0.72, -0.76, -0.69, 0.21, 0.33, 0.49

---

Computed, not measured: the ion C5H9N2O2S with charge +1, with the ωB97M-V functional and the def2-TZVPD basis.

```
! wB97M-V def2-TZVPD RIJCOSX def2/J DEFGRID3
* xyz 1 1
C 1.09 1.24 0.55
C 2.61 -0.49 -0.20
C -0.50 -0.81 0.11
C 0.43 -1.27 -0.76
C -3.16 -0.14 0.85
N 2.31 0.75 0.16
N 1.81 -1.41 -0.68
O -1.74 1.49 -0.60
O 0.73 2.38 0.01
S -1.97 0.08 -0.58
H -0.28 -0.52 1.16
H 3.72 -0.77 -0.22
H 0.07 -1.52 -1.79
H -4.13 0.12 0.59
H -2.82 0.29 1.77
H -3.06 -1.25 0.84
H 2.97 1.49 0.00
H 2.22 -2.16 -1.12
H -0.30 2.52 -0.08
*
```

DFT total energy   -23229.7664 eV
Maximum force   4.3 eV/A
LUMO energy   -4.767 eV

natural (NBO) charges, unit e, in atom order: 0.41, 0.38, -0.41, -0.07, -0.77, -0.63, -0.48, -1.00, -0.67, 1.29, 0.27, 0.25, 0.23, 0.25, 0.24, 0.22, 0.45, 0.44, 0.58

---

Computed, not measured: an isolated molecule of C2H7N3S, with the ωB97M-V functional and the def2-TZVPD basis.

```
! wB97M-V def2-TZVPD RIJCOSX def2/J DEFGRID3
* xyz 0 1
C 2.54 -0.78 -0.02
C 0.47 0.47 0.08
H 2.64 -1.86 0.17
H 3.11 -0.03 0.46
H 2.84 -0.81 -1.25
H 0.53 -1.80 0.05
H 0.50 2.29 0.10
H -1.13 1.70 0.03
H -1.99 -0.64 1.41
N 1.05 -0.70 0.05
N 1.14 1.56 0.20
N -0.95 0.61 -0.49
S -2.08 -0.45 0.02
*
```

DFT total energy   -17489.8192 eV
SMILES   [H]/N=C(/NC)NS
Maximum force   7.0 eV/A
LUMO energy   0.659 eV

natural (NBO) charges, unit e, in atom order: -0.40, 0.56, 0.20, 0.24, 0.18, 0.43, 0.32, 0.35, 0.08, -0.64, -0.76, -0.78, 0.20

---

Computed, not measured: a cluster of 2 separate species, C7H17NO in total, with the ωB97M-V functional and the def2-TZVPD basis.

```
! wB97M-V def2-TZVPD RIJCOSX def2/J DEFGRID3
* xyz 0 1
C 0.28 1.96 -0.47
C -0.40 1.06 0.52
C -1.29 0.06 -0.25
C -2.15 -0.87 0.58
C -3.24 -1.48 -0.34
C 2.49 -0.90 -0.01
C 1.90 0.45 0.15
H 0.49 1.36 -1.49
H -0.59 2.65 -0.79
H 1.14 2.49 -0.07
H -1.07 1.82 1.12
H 0.25 0.62 1.30
H -1.97 0.61 -0.88
H -0.72 -0.63 -0.93
H -2.68 -0.22 1.24
H -1.50 -1.56 1.03
H -2.80 -2.05 -1.10
H -3.85 -2.04 0.35
H -3.91 -0.74 -0.79
H 4.19 -1.88 0.13
H 4.46 -0.08 0.27
H 0.92 0.48 -0.34
H 2.55 1.24 -0.15
H 1.82 0.50 1.19
N 3.89 -0.93 -0.11
O 1.81 -1.89 -0.16
*
```

DFT total energy   -11069.1293 eV
SMILES   CC(N)=O.CCCCC
Maximum force   5.2 eV/A
LUMO energy   0.791 eV

natural (NBO) charges, unit e, in atom order: -0.62, -0.44, -0.40, -0.39, -0.60, 0.69, -0.72, 0.21, 0.21, 0.22, 0.21, 0.21, 0.19, 0.21, 0.19, 0.21, 0.20, 0.21, 0.20, 0.40, 0.39, 0.28, 0.21, 0.21, -0.85, -0.62